Entry 1:
The following is a quantum chemistry calculation of C5H5N3 in the gas phase in a non-equilibrium geometry, from OMol25.

Element x y z (Å)
C: 1.939 1.743 1.755
C: 1.108 -0.992 0.097
C: 1.060 0.767 1.363
C: 0.050 -0.112 -0.608
C: -0.043 1.050 0.466
N: 2.643 2.682 1.821
N: 1.543 -0.612 1.361
N: 2.322 -1.459 2.000
H: 1.449 -2.007 -0.105
H: 0.560 0.258 -1.535
H: -0.880 -0.700 -0.812
H: -1.009 0.867 0.750
H: 0.061 2.016 0.092

- LUMO (spin up / spin down) (eV) = -2.48 / -2.61
- molar mass (g mol⁻¹) = 107.1
- relative energy (zero: lowest compared OMol25 entry of this formula, charge and spin) (kcal per mole) = 163.80
- gap between HOMO and LUMO (spin up / spin down) (eV) = 5.20 / 5.08
- E (eV) = -9728.38588
- total charge = 0

=====

Entry 2:
The following is a quantum chemistry calculation of C5H5N3 in the gas phase in a non-equilibrium geometry, from OMol25.

Element x y z (Å)
H: -2.450 0.480 -1.532
N: -1.844 -0.413 -1.393
C: -0.709 -0.201 -0.882
C: 0.420 -1.127 -0.902
C: 0.966 -1.397 0.414
C: 0.916 -0.457 1.437
C: 0.416 0.799 1.522
N: 0.102 1.605 0.418
N: -0.209 1.311 -0.692
H: 0.399 -1.964 -1.713
H: 1.548 -2.350 0.749
H: 1.383 -0.846 2.354
H: 0.727 1.458 2.282

- LUMO (eV) = -0.87
- SMILES string = [H]/N=c1/ccccnn1
- molar mass (g mol⁻¹) = 107.1
- relative energy (zero: lowest compared OMol25 entry of this formula, charge and spin) (kcal per mole) = 82.92
- gap between HOMO and LUMO (eV) = 7.70
- E (eV) = -9731.89282
- total charge = 0

=====

Entry 3:
The following is a quantum chemistry calculation of C5H5N3 in the gas phase in a non-equilibrium geometry, from OMol25.

Element x y z (Å)
H: -0.169 -2.366 -0.107
N: 0.565 -2.768 -0.681
C: 1.348 -1.844 -1.031
N: 1.272 -0.405 -0.786
C: 0.330 0.135 -0.171
C: 0.309 1.645 0.168
C: -0.869 1.879 0.802
C: -1.536 0.586 0.806
N: -0.910 -0.393 0.255
H: 2.265 -1.977 -1.590
H: 1.197 2.235 -0.026
H: -1.273 2.869 1.145
H: -2.529 0.404 1.218

- LUMO (eV) = -1.37
- SMILES string = [H]/N=C\N=C1\C=CC=N1
- molar mass (g mol⁻¹) = 107.1
- relative energy (zero: lowest compared OMol25 entry of this formula, charge and spin) (kcal per mole) = 30.96
- gap between HOMO and LUMO (eV) = 8.27
- E (eV) = -9734.14607
- total charge = 0